Formula: C51H49BCsN12O4P2S4
Source: the OMol25 dataset
Level of theory: ωB97M-V/def2-TZVPD

Structure (XYZ):
```
124
Properties=species:S:1:pos:R:3:forces:R:3:mulliken_spin:R:1
Cs 0.223991 -0.544832 0.158513 0.23 -1.00 -0.14 -0.0462
C 3.526108 -4.564681 0.546627 0.00 0.09 -0.01 -0.0001
C 3.401882 -3.263215 0.041548 -0.06 -0.05 -0.03 0.0009
N 3.067741 -2.404936 0.993332 -0.03 0.07 -0.07 0.0036
N 2.979177 -3.131584 2.136853 0.08 0.24 -0.06 -0.0007
C 3.239105 -4.429591 1.883944 0.01 -0.17 0.07 -0.0001
B 2.444805 -2.477282 3.420610 -0.04 0.02 0.12 -0.0044
N 0.925981 -2.713834 3.564655 0.14 0.09 -0.09 -0.0002
C 0.237497 -3.320967 4.547141 0.04 -0.02 0.09 0.0001
C -1.103943 -3.235036 4.244463 0.01 0.11 0.06 0.0000
C -1.129896 -2.524831 3.033654 -0.02 -0.16 -0.03 -0.0006
N 0.096137 -2.232802 2.627322 -0.13 -0.12 -0.01 0.0031
N 2.738035 -0.965815 3.386104 -0.17 0.01 -0.04 0.0041
C 3.935498 -0.398657 3.147703 0.12 -0.02 -0.04 -0.0014
C 3.795074 0.965974 3.237540 0.02 -0.06 0.00 0.0001
C 2.434786 1.138025 3.541391 -0.07 0.04 0.03 0.0004
N 1.802863 -0.019849 3.633831 -0.08 -0.11 0.07 0.0002
N 3.124123 -3.056770 4.689905 -0.01 -0.03 0.02 0.0000
C 3.383624 -2.365034 5.817331 0.04 0.01 0.05 0.0000
C 3.800772 -3.257084 6.780505 -0.02 0.05 -0.02 0.0000
C 3.751066 -4.499652 6.129086 0.01 -0.03 0.01 0.0000
N 3.337261 -4.373667 4.879231 -0.05 -0.06 -0.03 0.0000
H 3.746242 -5.466618 0.007360 0.02 -0.10 -0.06 0.0000
H 3.527225 -2.911194 -0.969332 0.02 0.01 -0.05 -0.0001
H 3.180213 -5.154672 2.675351 0.01 -0.01 -0.01 0.0001
H 0.751253 -3.776483 5.375579 0.01 -0.04 0.05 0.0000
H -1.931158 -3.624403 4.809604 -0.05 -0.02 0.03 0.0000
H -1.973794 -2.231252 2.431021 -0.07 -0.03 -0.05 0.0007
H 4.788901 -1.006325 2.902849 0.07 -0.01 -0.03 0.0000
H 4.545348 1.716341 3.065092 0.04 0.03 -0.01 0.0004
H 1.883082 2.054823 3.676331 -0.01 0.04 0.00 -0.0001
H 3.249630 -1.298890 5.846675 0.00 0.10 0.02 0.0000
H 4.098516 -3.040141 7.790666 0.02 0.01 0.05 0.0000
H 4.000560 -5.477194 6.510242 0.01 -0.03 0.02 0.0000
S -3.540076 -0.119422 -0.820851 0.15 0.15 0.04 0.0149
P -2.806135 1.710601 -0.720868 0.15 -0.30 -0.14 0.0346
C -1.132669 1.782277 -1.211165 -0.40 0.89 0.09 0.8633
P -0.020215 3.053021 -0.786294 0.21 -0.21 -0.05 -0.0990
S 1.593150 2.400467 0.178957 -0.01 0.46 0.10 0.0529
C -0.714411 4.462298 0.162430 0.01 0.05 -0.13 0.0237
C -1.429429 5.480690 -0.461395 -0.04 0.00 -0.04 -0.0134
C -2.005384 6.500172 0.283349 0.00 -0.02 0.03 0.0019
C -1.875171 6.506907 1.663969 0.02 0.02 0.00 -0.0009
C -1.163604 5.494920 2.293910 0.00 0.04 -0.01 0.0001
C -0.581579 4.483926 1.547694 0.06 -0.07 0.04 -0.0063
C 0.473532 3.779745 -2.386428 0.01 0.02 0.06 0.0424
C 1.155155 4.995015 -2.418859 0.01 0.03 0.04 -0.0019
C 1.606193 5.510555 -3.621753 0.01 0.00 -0.03 0.0003
C 1.388660 4.809095 -4.802805 0.00 0.01 0.01 0.0014
C 0.730243 3.590978 -4.771458 0.00 0.00 -0.01 0.0026
C 0.274995 3.070833 -3.566648 -0.03 -0.05 -0.03 0.0232
C -3.764630 2.819482 -1.812350 -0.12 -0.06 0.06 0.0303
C -3.172251 3.665015 -2.735659 0.08 0.03 -0.09 0.0360
C -3.951075 4.458488 -3.569392 -0.03 -0.02 0.01 0.0054
C -5.332172 4.410453 -3.478467 0.00 0.03 -0.03 -0.0005
C -5.934888 3.550812 -2.567383 0.00 -0.01 0.01 0.0022
C -5.156378 2.750555 -1.749739 0.00 0.02 0.03 0.0029
C -3.102023 2.358498 0.965540 -0.08 0.00 0.03 0.0356
C -2.558363 1.641503 2.032994 0.17 -0.02 -0.09 -0.0266
C -2.765827 2.044563 3.338855 -0.03 0.07 0.02 -0.0024
C -3.537635 3.172027 3.598977 0.01 -0.04 0.02 -0.0001
C -4.077610 3.893287 2.547703 -0.02 -0.02 -0.01 0.0009
C -3.858389 3.492395 1.235696 0.01 0.04 -0.02 0.0083
H -1.535621 5.489971 -1.537784 0.01 0.00 -0.02 0.0023
H -2.555559 7.285917 -0.218917 -0.01 0.02 -0.01 0.0000
H -2.327840 7.298450 2.248158 -0.01 0.01 0.02 -0.0001
H -1.064550 5.487900 3.371633 0.00 0.00 0.02 -0.0002
H -0.012082 3.699074 2.031545 0.00 0.02 -0.01 -0.0044
H 1.340361 5.533660 -1.496748 -0.01 -0.01 0.02 0.0004
H 2.134212 6.455861 -3.638040 0.01 0.02 -0.01 -0.0002
H 1.749408 5.207299 -5.742752 0.01 0.01 -0.03 0.0004
H 0.583858 3.023173 -5.680641 0.00 -0.01 -0.03 0.0003
H -0.216498 2.103262 -3.542932 -0.01 0.00 0.01 -0.0162
H -2.096055 3.689595 -2.837203 0.01 -0.02 0.03 0.0123
H -3.470743 5.101844 -4.294874 0.01 0.03 -0.03 0.0006
H -5.941624 5.025873 -4.128876 0.00 0.01 0.00 -0.0002
H -7.013799 3.491734 -2.506401 -0.03 0.00 0.00 0.0002
H -5.618672 2.048453 -1.066555 0.00 -0.01 0.01 0.0006
H -1.955520 0.758598 1.845029 -0.13 0.00 0.02 0.0095
H -2.325016 1.477531 4.147777 0.01 -0.02 0.03 -0.0004
H -3.709131 3.488445 4.619914 0.00 0.01 0.03 0.0001
H -4.665371 4.781577 2.742732 -0.01 0.02 0.00 -0.0004
H -4.270477 4.078989 0.424539 0.00 -0.01 0.00 0.0010
O -1.195306 -0.177650 -3.950305 -0.10 -0.06 0.00 0.0019
H -0.623373 -0.876068 -3.613413 0.13 0.04 -0.05 -0.0004
H -1.798939 -0.017632 -3.210730 -0.01 0.07 0.05 0.0006
O 4.562708 -0.081767 -0.070861 0.05 0.07 -0.10 -0.0003
H 3.931339 0.635897 0.044312 -0.01 0.11 -0.02 -0.0005
H 4.115191 -0.833589 0.350542 -0.07 -0.09 0.10 0.0003
O 0.336808 -5.343193 0.775660 -0.01 -0.01 -0.05 0.0005
H 0.079369 -4.591942 1.323552 0.00 0.05 0.01 0.0000
H 0.969146 -4.978586 0.134191 -0.02 -0.01 0.01 0.0000
S 3.148534 -2.124770 -4.907015 -0.01 -0.06 -0.01 0.0000
C 2.164959 -2.069697 -3.474309 -0.09 -0.04 0.08 -0.0004
N 2.097872 -0.937123 -2.867313 0.02 0.01 0.05 0.0015
C 2.876412 0.008014 -3.523791 -0.11 0.08 0.16 0.0025
C 3.051225 1.324734 -3.101244 0.07 -0.03 -0.08 -0.0049
C 3.850855 2.158096 -3.851520 0.03 0.00 -0.04 -0.0015
C 4.480715 1.696891 -5.015360 -0.02 0.01 0.02 -0.0001
C 4.326374 0.391361 -5.436296 -0.01 0.01 0.02 0.0000
C 3.519298 -0.452883 -4.675163 0.10 0.05 -0.12 0.0000
H 1.671154 -2.968483 -3.118830 -0.02 -0.10 -0.01 0.0002
H 2.570249 1.664275 -2.195655 -0.03 0.00 0.07 0.0034
H 3.988862 3.183591 -3.536001 0.01 0.05 0.00 -0.0002
H 5.104320 2.369952 -5.589580 0.02 0.03 -0.02 0.0000
H 4.822705 0.032871 -6.327623 0.02 -0.02 -0.04 0.0000
N -1.213878 -7.077910 -1.220891 0.04 -0.03 -0.03 0.0000
C -2.529678 -6.845220 -1.313105 0.08 0.16 -0.08 0.0000
O -3.331183 -7.573179 -1.884465 -0.15 -0.15 -0.02 0.0000
C -2.976045 -5.571184 -0.654309 0.03 -0.05 0.02 0.0000
C -4.194184 -5.514111 -0.001689 0.00 0.03 0.00 0.0000
C -4.558785 -4.327926 0.611426 -0.01 0.01 0.01 0.0001
C -3.694470 -3.246949 0.528722 -0.04 0.01 -0.01 -0.0002
N -2.531754 -3.277465 -0.117777 -0.01 0.02 0.03 0.0001
C -2.189778 -4.422588 -0.699205 0.03 -0.06 0.03 0.0005
H -0.773498 -7.767034 -1.813607 0.00 0.03 0.07 0.0000
H -0.617126 -6.446222 -0.700276 0.02 -0.06 0.03 0.0000
H -4.828514 -6.390841 0.015723 -0.01 -0.02 0.00 0.0000
H -5.494553 -4.232984 1.145937 -0.02 0.01 0.00 0.0000
H -3.955914 -2.299106 0.983268 -0.02 0.06 0.05 -0.0006
H -1.246298 -4.430223 -1.230229 0.07 0.00 -0.04 -0.0001
S 1.809717 -7.401585 -2.894195 -0.05 0.26 0.10 0.0000
C 1.443621 -5.842108 -2.449948 0.22 -0.67 -0.29 -0.0002
N 1.182843 -4.749904 -2.139518 -0.16 0.34 0.21 0.0003
```
Forces are in eV/Å.

Properties
- Charge: -2
- Spin multiplicity: 2
- E: -142905.4053 eV


Formula: C3NO3
Source: the OMol25 dataset
Level of theory: ωB97M-V/def2-TZVPD

Structure (XYZ):
```
7
Properties=species:S:1:pos:R:3:forces:R:3:nbo_charge:R:1
C -0.327669 0.843915 0.138048 -0.59 0.50 -0.86 0.3651
C -1.079842 -0.474174 -0.036857 -1.68 0.18 0.37 0.5224
C 0.816037 -0.114560 0.105225 4.35 -0.30 -0.24 0.2199
N 0.120417 -1.046336 -0.494791 0.21 -0.35 0.30 -0.4680
O -0.515272 1.989396 -0.168644 0.09 -0.07 0.60 -0.5333
O -2.130573 -0.944599 0.307392 -0.02 -0.17 -0.21 -0.5866
O 3.116905 -0.253644 0.149630 -2.37 0.21 0.04 -0.5195
```
Forces are in eV/Å.

Properties
- Relative energy (zero: lowest compared OMol25 entry of this formula, charge and spin): 6.526 eV
- Charge: -1
- E: -10737.7221 eV


Formula: C33H68BClN9O13P
Source: the OMol25 dataset
Level of theory: ωB97M-V/def2-TZVPD

Structure (XYZ):
```
126
Properties=species:S:1:pos:R:3:forces:R:3:lowdin_charge:R:1
C 5.760615 2.108645 0.439956 -0.03 -0.09 0.06 0.0261
C 5.203403 1.181604 1.200930 0.01 0.06 -0.18 -0.1114
C 4.336447 0.048089 0.640502 0.01 0.06 0.04 -0.2619
C 3.818314 -0.727833 1.764774 -0.17 0.17 0.16 -0.1815
N 3.385813 -1.310945 2.655724 0.06 -0.15 -0.03 0.2288
B 5.351143 -0.919001 -0.143217 0.29 -0.21 -0.14 -0.6383
O 5.109173 -1.201619 -1.461444 -0.19 0.61 -0.04 0.2032
O 6.407467 -1.459022 0.537292 -0.24 0.07 0.21 0.0762
C 6.371569 -2.879566 0.760402 0.05 -0.19 -0.05 -0.2231
C 6.596521 -3.172230 2.223782 -0.05 0.08 0.11 -0.0634
C 3.112444 0.521202 -0.230114 0.31 -0.12 0.14 -0.4227
C 3.552156 1.224960 -1.430462 0.20 0.03 0.05 -0.2950
N 3.857643 1.785308 -2.385684 -0.10 0.05 -0.09 0.2078
C 2.283608 -0.728859 -0.676459 -0.18 0.03 0.03 -0.1684
O 0.928910 -0.585421 -0.296304 0.04 -0.13 0.08 -0.1826
C 0.030776 -0.292677 -1.369978 -0.26 0.13 -0.11 -0.2689
O -1.166889 0.109244 -0.841004 0.09 -0.02 0.14 -0.0994
C -1.947477 -0.979094 -0.319355 0.00 -0.01 -0.08 -0.1554
C -2.842222 -0.492367 0.811819 -0.25 -0.22 0.00 -0.2160
O -4.171418 -0.976477 0.672739 0.14 0.02 -0.10 -0.0794
P 1.772350 1.732959 0.466254 -0.61 0.08 -0.47 0.6776
O 1.400317 1.116806 1.921074 0.49 -0.10 0.04 -0.3366
Cl 2.802561 3.404885 1.051654 0.10 -0.12 0.16 0.3438
H 5.757906 2.052042 -0.639763 -0.18 0.08 -0.07 0.0673
H 6.140405 3.030920 0.854230 0.45 -0.29 0.08 0.0483
H 5.322839 1.218534 2.276234 -0.30 0.10 0.05 0.1234
H 5.890975 -1.166418 -2.021640 0.07 -0.47 0.02 0.1345
H 7.130626 -3.364085 0.142682 0.04 0.10 -0.03 0.1226
H 5.401464 -3.284544 0.453222 -0.01 0.03 -0.06 0.1198
H 6.569439 -4.249813 2.391928 0.09 -0.01 0.00 0.0810
H 5.812180 -2.719733 2.830836 0.00 0.02 -0.03 0.0641
H 7.555650 -2.775094 2.553854 0.04 -0.05 -0.02 0.0830
H 2.384566 -0.885209 -1.750844 -0.01 -0.05 0.00 0.1385
H 2.650338 -1.617802 -0.162906 0.11 0.00 -0.05 0.1237
H 0.424370 0.534181 -1.968040 0.05 0.00 0.01 0.1284
H -0.087197 -1.193963 -1.988064 0.13 -0.02 -0.01 0.1462
H -1.289559 -1.766236 0.047330 0.03 -0.03 -0.05 0.0971
H -2.581912 -1.364370 -1.123790 0.00 -0.01 -0.01 0.1324
H -2.893122 0.595230 0.782249 0.01 0.01 0.03 0.1216
H -2.439188 -0.828966 1.769768 0.14 0.19 0.03 0.1123
H -4.141417 -1.943775 0.687089 -0.26 -0.02 0.12 0.0426
H 1.288932 0.155932 1.870844 -0.17 0.00 0.08 0.0548
C 5.586145 6.067777 -3.061694 0.04 -0.08 -0.03 -0.0729
N 6.202272 5.385031 -1.943678 0.08 0.08 0.03 0.0162
C 5.980236 5.587181 -0.621746 -0.21 -0.10 0.06 -0.5337
C 4.987956 6.654779 -0.235213 -0.04 -0.02 0.07 -0.0042
O 6.549639 4.899330 0.217351 0.16 0.33 -0.10 -0.0092
H 5.041926 5.360909 -3.689582 -0.05 0.02 0.02 0.0842
H 6.339647 6.568542 -3.673366 -0.01 0.03 0.01 0.0793
H 4.882134 6.810697 -2.701634 -0.03 -0.02 -0.02 0.0729
H 6.870066 4.655994 -2.137836 -0.02 -0.02 0.00 0.1377
H 4.927704 6.676390 0.849087 0.04 0.00 0.00 0.0832
H 5.308983 7.634177 -0.593820 -0.05 0.00 -0.03 0.0853
H 3.996673 6.435251 -0.638982 0.01 0.02 -0.05 0.0624
C 0.282141 -6.308872 0.639358 -0.13 0.14 0.08 -0.0790
N -0.531042 -5.170554 1.027350 0.02 0.02 -0.05 0.0165
C -0.157789 -4.043121 1.681688 -0.05 -0.04 -0.02 -0.5411
C 1.292128 -3.908064 2.080468 -0.06 0.02 0.02 -0.0141
O -0.980649 -3.173151 1.929788 0.05 0.12 0.03 0.0229
H 0.258828 -6.449565 -0.441344 0.05 -0.05 0.01 0.0797
H -0.084504 -7.223536 1.101370 0.07 -0.01 -0.03 0.0696
H 1.312128 -6.153255 0.945691 0.00 0.00 0.00 0.0742
H -1.514073 -5.187639 0.800795 0.00 0.00 0.02 0.1352
H 1.422752 -2.963666 2.596398 -0.01 0.01 0.00 0.0508
H 1.593544 -4.717612 2.746508 0.03 -0.02 -0.04 0.0869
H 1.940375 -3.924575 1.202110 0.02 -0.04 0.02 0.0763
C -2.870077 -11.719255 -0.562166 0.10 -0.04 0.03 -0.0773
N -1.633716 -10.983574 -0.398046 0.00 0.00 0.00 0.0082
C -1.422541 -9.648830 -0.530782 -0.02 -0.02 0.00 -0.5421
C -2.612799 -8.788455 -0.897546 0.04 0.02 0.00 -0.0076
O -0.314778 -9.169308 -0.357148 -0.03 -0.07 -0.05 0.0246
H -3.140059 -12.234067 0.361134 -0.04 0.02 0.00 0.0842
H -2.775916 -12.463019 -1.354912 -0.03 0.01 -0.02 0.0839
H -3.677684 -11.043193 -0.823490 -0.01 -0.01 0.00 0.0695
H -0.802786 -11.499008 -0.152639 0.00 0.00 0.00 0.1408
H -2.272266 -7.759271 -0.963760 0.02 -0.01 0.00 0.0721
H -3.030018 -9.086822 -1.860054 -0.03 -0.01 0.02 0.0844
H -3.395017 -8.858381 -0.140561 -0.02 -0.01 -0.02 0.0853
C -1.020274 3.582623 -2.198650 0.07 -0.03 0.07 -0.0684
N 0.248185 4.193535 -1.856619 0.14 0.05 -0.01 0.0180
C 0.602540 5.498507 -1.920732 -0.01 0.02 -0.04 -0.5436
C -0.443372 6.478686 -2.397974 0.13 0.09 0.06 -0.0108
O 1.728096 5.864667 -1.602492 0.03 0.01 -0.01 -0.0011
H -1.445888 3.072130 -1.332796 -0.02 0.01 -0.01 0.0817
H -0.884974 2.841752 -2.990565 -0.03 0.02 -0.03 0.0812
H -1.728174 4.332603 -2.537202 -0.02 -0.01 0.03 0.0458
H 0.983715 3.593407 -1.515046 0.00 -0.03 0.02 0.0699
H 0.005183 7.468148 -2.388050 0.02 -0.01 0.00 0.0790
H -0.771453 6.241704 -3.410358 -0.06 -0.02 0.02 0.0850
H -1.317645 6.466230 -1.748690 -0.05 -0.04 -0.07 0.0663
C -6.170892 8.205243 -1.757896 0.07 -0.02 0.08 -0.0772
N -5.041480 7.305398 -1.652944 0.00 0.01 -0.01 0.0123
C -4.564603 6.441378 -2.584668 -0.02 0.01 0.03 -0.5337
C -5.278857 6.382268 -3.915276 0.04 -0.03 0.00 -0.0078
O -3.592919 5.742309 -2.344482 -0.05 -0.01 -0.04 0.0218
H -5.854386 9.240826 -1.624264 -0.02 0.01 -0.03 0.0839
H -6.920671 7.975185 -0.999358 -0.03 0.00 -0.03 0.0841
H -6.634304 8.113399 -2.734852 -0.01 0.01 0.00 0.0698
H -4.522509 7.293252 -0.788486 0.00 -0.01 0.00 0.1427
H -4.772656 5.648126 -4.534144 0.01 0.00 0.02 0.0823
H -6.319850 6.083662 -3.787632 -0.01 0.03 -0.01 0.0842
H -5.253360 7.350284 -4.416828 -0.04 0.00 0.00 0.0843
C -0.349704 2.037232 4.388272 -0.33 0.08 -0.01 -0.0743
N -1.122446 3.204980 4.773026 0.05 0.01 0.06 0.0096
C -0.721177 4.282623 5.493796 0.03 -0.01 -0.01 -0.5580
C 0.715610 4.300097 5.967664 -0.02 0.05 0.01 -0.0120
O -1.491222 5.196409 5.742570 -0.01 0.01 0.01 0.0210
H -0.313664 1.946495 3.304978 0.06 -0.02 0.04 0.0592
H -0.807143 1.134280 4.797998 0.08 -0.04 0.01 0.0858
H 0.666960 2.109688 4.759240 0.01 0.02 -0.03 0.0729
H -2.085131 3.253425 4.478860 0.00 0.00 0.00 0.1374
H 0.873469 5.220486 6.521168 -0.02 0.01 0.00 0.0793
H 0.923921 3.450499 6.619000 0.03 -0.02 -0.03 0.0818
H 1.405558 4.266727 5.123516 0.01 -0.04 0.01 0.0813
C -7.286393 -5.627165 -1.695160 0.10 -0.04 0.00 -0.0778
N -6.155621 -5.130194 -0.940136 0.00 -0.01 0.03 0.0082
C -6.114179 -4.070597 -0.091118 -0.10 0.12 0.00 -0.5300
C -7.386345 -3.284680 0.117115 0.04 0.03 0.03 0.0001
O -5.077899 -3.769594 0.479412 0.21 -0.12 -0.05 0.0289
H -7.514085 -6.658710 -1.420836 -0.04 0.01 0.01 0.0821
H -7.082469 -5.593394 -2.766642 -0.03 0.02 -0.01 0.0835
H -8.163824 -5.020715 -1.496342 -0.01 0.00 -0.01 0.0712
H -5.272090 -5.605346 -1.035475 0.00 0.01 -0.01 0.1337
H -7.169763 -2.481179 0.814232 0.03 0.00 -0.01 0.0872
H -7.737717 -2.854975 -0.821509 -0.03 -0.02 0.00 0.0876
H -8.174161 -3.916427 0.529171 -0.02 0.00 -0.03 0.0853
```
Forces are in eV/Å.

Properties
- SMILES: C=C[C@](C#N)(B(O)OCC)[C@@](C#N)(COCOCCO)P(O)Cl.CNC(C)=O.CNC(C)=O.CNC(C)=O.CNC(C)=O.CNC(C)=O.CNC(C)=O.CNC(C)=O
- E: -97843.8417 eV